Density functional theory data (ωB97M-V/def2-TZVPD) for a 2-piece molecular cluster, C25H31NO6 overall in a non-equilibrium geometry.

Geometry as XYZ:
```
63
Properties=species:S:1:pos:R:3:forces:R:3
C -1.675 -1.660 0.706 -0.17 0.18 -0.11
O -1.899 -0.724 1.764 0.22 -0.06 0.08
C -1.290 -1.024 2.918 0.43 -1.49 0.20
O -0.644 -2.051 3.079 -1.38 1.23 -0.38
C -1.585 0.053 3.938 0.28 0.54 -0.02
C -2.990 -0.079 4.556 0.00 -0.03 -0.65
C -2.808 0.102 6.064 -0.04 -0.12 0.34
C -1.313 0.336 6.315 0.25 0.20 -0.12
N -0.672 0.039 5.040 -1.42 -0.69 0.10
C 0.664 0.304 4.804 2.31 -0.91 -0.17
C 1.482 -0.596 4.182 -0.99 0.76 1.41
C 2.965 -0.523 4.209 0.63 0.68 -0.23
C 3.513 0.709 4.963 0.00 -0.18 -0.05
C 2.578 1.910 4.844 -0.07 -0.07 0.05
C 1.199 1.582 5.407 0.14 -0.03 -0.06
H -2.282 -1.252 -0.100 0.09 -0.25 -0.15
H -0.616 -1.675 0.431 -0.19 -0.07 0.05
H -2.006 -2.661 0.996 0.09 0.16 -0.09
H -1.518 1.010 3.381 -0.05 -0.21 0.03
H -3.600 0.706 4.101 -0.20 -0.30 0.21
H -3.418 -1.057 4.305 -0.03 0.28 0.11
H -3.394 0.949 6.430 0.03 -0.19 0.02
H -3.131 -0.796 6.598 -0.07 0.19 -0.08
H -1.138 1.368 6.659 0.00 -0.09 -0.15
H -0.923 -0.325 7.103 -0.04 0.09 -0.17
H 1.075 -1.545 3.861 0.00 0.32 0.05
H 3.318 -1.437 4.709 0.02 0.13 -0.22
H 3.381 -0.538 3.188 -0.08 -0.09 0.20
H 3.649 0.457 6.024 -0.03 0.08 -0.16
H 4.495 0.961 4.554 0.00 0.01 0.17
H 2.986 2.783 5.365 0.06 -0.08 -0.14
H 2.459 2.162 3.783 0.07 0.09 0.10
H 0.503 2.412 5.206 0.09 -0.21 0.06
H 1.244 1.464 6.504 0.04 0.13 -0.23
C 0.416 2.313 -7.110 0.08 0.10 0.03
C 1.070 2.599 -5.765 0.48 0.17 0.32
C 2.113 3.721 -5.859 -0.34 -0.31 0.17
O 0.091 3.008 -4.790 -0.32 -0.81 -0.22
C -0.802 2.041 -4.371 -0.71 0.63 0.66
O -1.861 2.363 -3.876 1.13 -0.10 -0.56
C -0.361 0.630 -4.495 0.24 -0.27 0.71
C -1.119 -0.355 -3.924 -0.01 0.82 -1.22
C -0.951 -1.777 -4.151 -0.34 -1.50 -0.19
C -0.476 -2.342 -5.372 -0.18 0.09 0.71
C -0.281 -3.717 -5.484 -0.16 0.27 0.19
C -0.556 -4.569 -4.402 0.02 0.56 0.20
C -1.115 -4.037 -3.230 0.06 -0.19 -0.38
C -1.387 -2.673 -3.147 0.36 0.42 -0.20
C 1.062 0.371 -4.841 0.86 -1.08 -0.28
O 1.615 -0.699 -4.672 -0.30 1.58 -0.24
O 1.795 1.443 -5.283 -0.81 -0.14 0.00
H -0.332 1.512 -7.033 0.19 0.22 -0.08
H -0.066 3.237 -7.462 0.07 -0.36 0.08
H 1.200 2.026 -7.825 -0.30 0.01 0.19
H 2.573 3.878 -4.877 -0.13 -0.04 -0.21
H 2.888 3.436 -6.577 -0.17 0.02 0.15
H 1.635 4.648 -6.191 0.05 -0.18 0.07
H -1.986 -0.025 -3.348 0.12 -0.07 -0.16
H -0.284 -1.693 -6.229 0.08 -0.19 0.34
H 0.107 -4.123 -6.419 -0.14 0.07 0.26
H -0.333 -5.634 -4.484 -0.13 0.30 0.07
H -1.335 -4.687 -2.383 -0.08 0.16 -0.30
H -1.926 -2.260 -2.289 0.38 -0.19 -0.11
```
Positions in Å, forces in eV/Å.

Values from the calculation:
HOMO energy: -0.2741 hartree
charge: 0
energy relative to the best compared isomer or geometry (same formula, charge and spin): 1.947 eV
SMILES string: CC1(C)OC(=O)C(=Cc2ccccc2)C(=O)O1.COC(=O)[C@H]1CCCN1C1=CCCCC1
Kohn-Sham gap: 0.236 Eh